Formula: C38H92O10
Source: the Open Molecules 2025 dataset
Level of theory: the ωB97M-V functional and the def2-TZVPD basis

Atoms and positions in Å:
C  2.8057  4.1454  -6.2324
C  1.3141  3.8686  -6.1725
C  0.9114  3.0913  -4.8684
C  -0.5368  2.6646  -4.8579
C  -1.4433  3.8548  -4.7468
C  -2.9066  3.5592  -4.6805
H  3.3461  3.1944  -6.3500
H  3.2308  4.5752  -5.3010
H  3.0869  4.8400  -7.0147
H  0.8002  4.8248  -6.1852
H  1.0014  3.1709  -6.9547
H  1.1097  3.8463  -4.1207
H  1.5872  2.2387  -4.7502
H  -0.7679  2.1265  -5.7777
H  -0.7331  1.9682  -4.0503
H  -1.1917  4.3588  -3.8319
H  -1.2084  4.5292  -5.5722
H  -3.2094  2.9254  -3.8846
H  -3.4604  4.5184  -4.6221
H  -3.1938  3.0676  -5.5988
C  -2.9313  -6.1500  -0.1383
C  -1.8350  -5.0770  0.1576
C  -1.8625  -4.6205  1.6021
C  -3.0972  -3.8584  2.0082
C  -3.0557  -3.1652  3.3774
C  -4.3665  -2.4651  3.6711
H  -3.0040  -6.8869  0.6129
H  -2.7682  -6.5871  -1.1258
H  -3.9191  -5.6988  -0.2066
H  -0.8855  -5.4424  -0.1234
H  -2.0803  -4.2628  -0.4942
H  -1.0006  -3.9890  1.8073
H  -1.7364  -5.4793  2.2338
H  -3.2796  -3.0732  1.1967
H  -3.9915  -4.4688  1.9270
H  -2.9726  -3.8757  4.2054
H  -2.2272  -2.4414  3.3146
H  -5.1648  -3.1745  3.5938
H  -4.2745  -2.0350  4.6508
H  -4.4917  -1.6117  3.0209
C  0.4112  4.3382  3.2246
C  -0.0942  5.3595  2.2852
C  0.1480  5.0563  0.8305
C  -0.1721  6.1693  -0.1336
C  0.1624  5.7325  -1.5534
C  -0.3127  6.8299  -2.5205
H  0.1460  4.5854  4.2402
H  1.5339  4.2472  3.1445
H  -0.0263  3.3612  2.9056
H  -1.1673  5.4202  2.5105
H  0.2785  6.3839  2.5407
H  -0.2831  4.1000  0.5513
H  1.2229  4.9241  0.7871
H  -1.1852  6.5405  -0.0074
H  0.5516  6.9829  0.0553
H  1.2286  5.6619  -1.6890
H  -0.1928  4.7228  -1.8293
H  0.1903  7.7661  -2.3237
H  0.1135  6.5218  -3.4988
H  -1.3852  6.8860  -2.6174
C  2.5916  0.9703  3.5937
O  3.6797  0.4239  2.8795
C  3.3106  -0.8866  2.5546
C  4.4114  -1.6462  1.9530
O  4.4999  -1.4477  0.5414
C  5.2761  -0.2787  0.2711
H  2.1145  0.2253  4.2023
H  1.8946  1.3774  2.8927
H  3.0078  1.7774  4.1860
H  2.4216  -0.8687  1.8308
H  2.8921  -1.4097  3.4519
H  4.1100  -2.6761  2.0095
H  5.3845  -1.5936  2.4476
H  4.9164  0.5878  0.7872
H  5.2869  -0.1103  -0.8185
H  6.2757  -0.4088  0.6395
C  0.8018  -3.1150  4.3745
O  1.3321  -3.7351  3.1518
C  1.8376  -4.9542  3.5414
C  2.5104  -5.6358  2.3117
O  3.5779  -4.7490  1.9519
C  4.3398  -5.2307  0.8470
H  -0.1001  -3.7001  4.7538
H  0.5488  -2.0790  4.1167
H  1.5167  -3.0684  5.1950
H  1.0611  -5.5455  3.9946
H  2.6005  -4.8068  4.3148
H  1.8336  -5.8892  1.4902
H  2.9528  -6.6244  2.5881
H  4.9436  -4.4096  0.4691
H  3.7719  -5.6049  0.0144
H  5.0553  -5.9920  1.1774
C  -5.2890  -0.9411  -4.6553
O  -4.2169  -0.1165  -5.1764
C  -2.9051  -0.4872  -4.8461
C  -2.5143  -0.5886  -3.4190
O  -3.2634  -1.5071  -2.7205
C  -2.8252  -1.7392  -1.4031
H  -5.0766  -1.9943  -4.8627
H  -6.1829  -0.6276  -5.2009
H  -5.4939  -0.6697  -3.6012
H  -2.2271  0.2438  -5.2865
H  -2.6505  -1.4162  -5.3957
H  -2.6447  0.3682  -2.9254
H  -1.4452  -0.8854  -3.4056
H  -1.9140  -2.4113  -1.3964
H  -3.6263  -2.2350  -0.8508
H  -2.4409  -0.8790  -0.8464
C  0.9087  1.7573  -0.9755
O  0.4458  0.8974  -1.9806
C  1.5331  0.2260  -2.6151
C  2.1742  -0.8838  -1.7521
O  1.2749  -1.9719  -1.5787
C  1.6917  -2.9061  -0.5621
H  -0.0179  2.2994  -0.6732
H  1.6747  2.4790  -1.2970
H  1.3350  1.1777  -0.1473
H  2.2618  1.0075  -2.8806
H  1.1134  -0.1953  -3.5377
H  2.6452  -0.5887  -0.8093
H  3.0595  -1.1781  -2.3633
H  2.4397  -3.6135  -0.8838
H  0.7727  -3.5028  -0.3168
H  2.0603  -2.3885  0.3493
C  -0.2248  0.7401  6.6338
O  -0.6389  0.1811  5.3681
C  -0.9608  1.1960  4.4935
C  -1.5288  0.4929  3.3167
O  -0.5845  -0.4255  2.8054
C  -0.9357  -0.8821  1.4590
H  0.0026  -0.0932  7.2838
H  -1.0130  1.3735  7.0090
H  0.7227  1.2857  6.5017
H  -0.0784  1.7794  4.2828
H  -1.6175  1.9391  5.0019
H  -1.7584  1.1951  2.5162
H  -2.4067  -0.0232  3.6552
H  -0.0849  -1.3297  0.9707
H  -1.2292  -0.0168  0.8439
H  -1.7439  -1.6328  1.5383

Values from the calculation:
HOMO-LUMO gap = 10.0 eV
F_max = 2.56 eV/Å
Energy = -61366.120 eV
Charge = 0
HOMO = -9.33 eV
Lowest unoccupied orbital energy = 0.6960 eV


Formula: C38H95MnO19
Source: the Open Molecules 2025 dataset
Level of theory: the ωB97M-V functional and the def2-TZVPD basis

Atoms and positions in Å:
Mn  23.3170  12.9645  -4.5602
C  23.0383  9.8724  -1.7099
C  23.6001  11.2888  -1.6331
O  23.3105  12.0531  -2.7411
H  23.4046  9.3384  -2.5919
H  21.9478  9.8330  -1.7189
H  23.4099  9.3279  -0.8346
H  24.6885  11.2475  -1.4506
H  23.2123  11.7070  -0.6836
C  24.8752  15.7561  -3.4373
O  24.9301  14.3869  -3.8482
C  26.1176  14.1235  -4.6009
C  26.3204  12.6209  -4.6709
O  25.0935  11.9689  -5.0550
C  25.2404  10.5541  -5.1061
H  24.1899  15.8264  -2.5949
H  24.4914  16.4432  -4.1964
H  25.8722  16.0888  -3.1564
H  26.9882  14.5610  -4.1074
H  26.0246  14.5781  -5.5926
H  26.6284  12.2450  -3.6946
H  27.0915  12.3483  -5.3935
H  25.7207  10.2619  -6.0408
H  24.2458  10.1186  -5.0196
H  25.7872  10.1598  -4.2470
C  21.2510  13.9982  1.4666
O  21.3484  14.9889  0.4430
C  22.5144  14.9367  -0.3273
C  23.7752  15.3524  0.4182
O  23.6282  16.7246  0.7436
C  24.7221  17.2223  1.4606
H  20.2156  14.0657  1.7851
H  21.9739  14.2590  2.2429
H  21.4995  13.0024  1.0902
H  22.3321  15.6248  -1.1585
H  22.6997  13.9615  -0.8105
H  24.6778  15.1796  -0.1798
H  23.8755  14.7769  1.3460
H  24.7859  16.8110  2.4783
H  24.5969  18.2983  1.5925
H  25.6761  17.0361  0.9491
C  21.7042  10.4653  -6.1277
O  21.8287  11.6480  -5.3546
C  20.6052  11.9381  -4.6765
C  20.4370  13.4327  -4.6024
O  21.6185  14.0729  -4.0715
C  21.3903  15.4886  -4.0634
H  21.4432  9.5871  -5.5298
H  22.6172  10.2296  -6.6719
H  20.9131  10.5562  -6.8772
H  20.6273  11.4716  -3.6913
H  19.7381  11.6122  -5.2554
H  19.5389  13.7228  -4.0542
H  20.2638  13.8010  -5.6226
H  21.1511  15.8944  -5.0485
H  22.2776  15.9868  -3.6864
H  20.5624  15.6620  -3.3733
C  25.4360  3.1512  4.1590
O  24.6460  3.4684  3.0238
C  23.4254  4.0156  3.4149
C  22.6195  4.5042  2.2335
O  22.9399  5.8183  1.8184
C  22.6088  6.1105  0.4808
H  24.9021  2.3997  4.7520
H  25.6176  4.0376  4.7731
H  26.3798  2.7113  3.8472
H  23.5496  4.8990  4.0618
H  22.7580  3.3633  3.9923
H  21.5684  4.5546  2.5481
H  22.6098  3.7735  1.4178
H  22.9581  7.1168  0.2566
H  21.5249  6.0189  0.3646
H  23.1345  5.4461  -0.2130
C  16.3870  13.7339  -5.3664
O  17.2084  13.0176  -4.4987
C  16.5759  12.4278  -3.3660
C  17.6900  11.8013  -2.5735
O  18.5020  12.8804  -2.1308
C  19.5059  12.3921  -1.2633
H  15.5649  13.0999  -5.7371
H  16.8379  14.1466  -6.2659
H  15.8365  14.5387  -4.8616
H  15.9187  11.6468  -3.7688
H  15.9783  13.1618  -2.8224
H  18.2324  11.0688  -3.1855
H  17.2933  11.1959  -1.7544
H  19.9970  13.1925  -0.7111
H  20.3265  11.8173  -1.7138
H  19.0867  11.7176  -0.5069
C  23.9647  11.0112  4.1224
O  22.9490  10.2089  3.5190
C  22.2642  10.8306  2.4733
C  21.4011  9.8452  1.6953
O  20.1285  9.5362  2.2346
C  20.0870  9.2604  3.6223
H  24.9233  10.5105  4.0304
H  23.6031  11.2608  5.1225
H  24.0382  12.0028  3.6640
H  22.9557  11.3401  1.7927
H  21.5226  11.5905  2.7666
H  21.9655  8.9156  1.5497
H  21.1604  10.2642  0.7162
H  20.6703  8.3921  3.9373
H  19.0505  9.0255  3.8774
H  20.3224  10.1888  4.1496
C  26.4778  13.7235  -1.1497
O  26.8344  13.6926  0.2145
C  26.7557  12.4053  0.8457
C  27.2355  12.6465  2.2632
O  26.1686  13.1647  3.0465
C  26.2585  14.5736  3.2358
H  25.4074  13.5514  -1.2958
H  27.0390  12.9181  -1.6444
H  26.8389  14.6773  -1.5295
H  27.3500  11.6986  0.2588
H  25.6862  12.1709  0.8889
H  28.1518  13.2388  2.2649
H  27.5084  11.6996  2.7390
H  26.1196  15.0749  2.2764
H  27.1704  14.9551  3.7073
H  25.4642  14.7869  3.9550
C  29.6580  5.9765  0.5518
O  28.5474  5.1509  0.8920
C  27.8759  5.4958  2.0862
C  26.6184  6.2854  1.8561
O  26.9556  7.5586  1.2993
C  25.8523  8.4490  1.2122
H  30.5113  5.6091  1.1271
H  29.4895  7.0416  0.7134
H  29.8237  5.8217  -0.5133
H  28.5224  5.9758  2.8329
H  27.6417  4.5248  2.5401
H  26.1398  6.3577  2.8397
H  25.9703  5.8297  1.1025
H  26.3609  9.3924  1.0013
H  25.1184  8.5322  2.0140
H  25.3193  8.2453  0.2734
C  19.6477  8.1713  -3.1994
O  18.6988  7.8760  -2.2109
C  19.1192  8.2935  -0.9210
C  17.9470  8.2761  0.0190
O  17.0462  9.3163  -0.3236
C  15.8906  9.1722  0.4883
H  20.5607  7.5811  -3.0245
H  19.9078  9.2350  -3.1773
H  19.3048  7.8293  -4.1742
H  19.4557  9.3380  -0.9973
H  19.9789  7.6977  -0.6042
H  18.3250  8.3940  1.0379
H  17.4477  7.3025  -0.0314
H  16.0937  9.3155  1.5528
H  15.4586  8.1839  0.3047
H  15.1500  9.9111  0.1830

Values from the calculation:
HOMO-LUMO gap (spin up / spin down) = 8.3 / 7.9 eV
F_max = 2.77 eV/Å
Spin multiplicity = 6
Energy = -111153.296 eV
Charge = +1
HOMO (spin up / spin down) = -10.76 / -10.76 eV
Lowest unoccupied orbital energy (spin up / spin down) = -2.4597 / -2.8983 eV


Formula: C38H98F6NO19S2V
Source: the Open Molecules 2025 dataset
Level of theory: the ωB97M-V functional and the def2-TZVPD basis

Atoms and positions in Å:
O  -9.9305  -20.9239  -3.5516
V  -8.4537  -21.3469  -3.3503
O  -8.2421  -22.8549  -3.7382
C  -8.2540  -17.8130  -3.6560
F  -9.0026  -18.0251  -2.5610
F  -8.7104  -18.4906  -4.6848
F  -8.2538  -16.5941  -4.0652
S  -6.4551  -18.4551  -3.2340
O  -5.6968  -18.4060  -4.4831
O  -5.8762  -17.6036  -2.1900
N  -6.7708  -20.1518  -2.7504
S  -5.5531  -20.4629  -1.8386
O  -4.2888  -19.9295  -2.2685
O  -5.8423  -20.3203  -0.4031
C  -5.2117  -22.3151  -2.1793
F  -5.1703  -22.4298  -3.5032
F  -4.1056  -22.7164  -1.5855
F  -6.2962  -22.9871  -1.7134
O  -3.4774  -15.8469  -0.2602
H  -3.2051  -14.9465  -0.4369
H  -3.9050  -16.1312  -1.0681
C  -12.9327  -17.9290  -3.3438
C  -12.6697  -16.3768  -3.4172
C  -11.9241  -16.0266  -4.6982
O  -13.8892  -15.7694  -3.3745
H  -12.0359  -18.5385  -3.2327
H  -13.4598  -18.3674  -4.1912
H  -13.4988  -18.0730  -2.4236
H  -12.1085  -16.1536  -2.5098
H  -12.4178  -16.4887  -5.5531
H  -10.8932  -16.3690  -4.6083
H  -11.9698  -14.9605  -4.9206
H  -13.7809  -14.8489  -3.6247
C  -11.1005  -21.8105  -6.9419
C  -10.9121  -20.3252  -7.3635
C  -11.4422  -19.3062  -6.3757
O  -9.5259  -20.1033  -7.5849
H  -12.1237  -22.0678  -6.6684
H  -10.3842  -22.1312  -6.1855
H  -10.9332  -22.4401  -7.8158
H  -11.4945  -20.1323  -8.2645
H  -11.1543  -18.2829  -6.6164
H  -10.9192  -19.3988  -5.4238
H  -12.5002  -19.4656  -6.1677
H  -9.3470  -19.2268  -7.9333
C  -4.9589  -22.6649  2.1484
C  -3.6916  -23.4491  2.4696
C  -3.7411  -23.8888  3.9666
O  -3.7066  -24.6403  1.6982
H  -4.7707  -22.1990  1.1812
H  -5.2282  -21.8412  2.8096
H  -5.7930  -23.3606  2.0564
H  -2.7864  -22.8512  2.3637
H  -3.7408  -22.9724  4.5569
H  -2.8556  -24.4490  4.2670
H  -4.5779  -24.5475  4.1986
H  -2.8239  -24.9615  1.8963
C  -8.0679  -16.1787  -7.7326
C  -9.4802  -16.1135  -8.3446
C  -9.6792  -15.0309  -9.3717
O  -9.7537  -17.3870  -8.9302
H  -7.3271  -16.1770  -8.5322
H  -7.9413  -17.0206  -7.0520
H  -7.8907  -15.2341  -7.2184
H  -10.2359  -16.0451  -7.5621
H  -8.9944  -15.2644  -10.1870
H  -9.4681  -14.0487  -8.9489
H  -10.6299  -14.9941  -9.9037
H  -10.5978  -17.3802  -9.3874
C  -10.2318  -20.4457  0.4586
C  -8.8398  -20.9626  0.1316
C  -8.0410  -21.6878  1.2907
O  -8.8544  -21.7797  -1.0694
H  -10.2790  -19.5022  1.0024
H  -10.8292  -21.1585  1.0270
H  -10.7956  -20.2564  -0.4548
H  -8.3911  -20.0077  -0.1420
H  -7.2819  -22.3307  0.8451
H  -8.7274  -22.3635  1.8010
H  -7.5977  -20.9715  1.9823
H  -8.8402  -22.6859  -0.7529
C  -11.1288  -23.9121  0.3116
C  -10.1018  -25.0261  -0.1158
C  -10.5309  -25.7785  -1.4266
O  -8.8802  -24.3211  -0.3178
H  -10.7926  -23.6102  1.3035
H  -12.1306  -24.3324  0.4001
H  -11.1680  -22.9949  -0.2760
H  -9.8706  -25.7507  0.6649
H  -10.6972  -25.0426  -2.2133
H  -11.4189  -26.4075  -1.3635
H  -9.6811  -26.4214  -1.6561
H  -8.1280  -24.9043  -0.4430
C  -5.0164  -14.6368  -5.7831
C  -4.5771  -14.9968  -4.2576
C  -3.3179  -15.8287  -4.2044
O  -4.2751  -13.7952  -3.5896
H  -4.2624  -14.0409  -6.2975
H  -5.9562  -14.0916  -5.6963
H  -5.1790  -15.4951  -6.4351
H  -5.3653  -15.5610  -3.7590
H  -2.5046  -15.2024  -4.5709
H  -3.3662  -16.8081  -4.6805
H  -2.9580  -15.9302  -3.1805
H  -3.6207  -13.3602  -4.1411
C  -6.8376  -22.5450  -6.7422
C  -6.7800  -21.0901  -6.1540
C  -6.6231  -20.0183  -7.2059
O  -7.9780  -20.8782  -5.5335
H  -5.9779  -22.7352  -7.3848
H  -7.6589  -22.7549  -7.4274
H  -6.7818  -23.3489  -6.0083
H  -5.9858  -20.9389  -5.4228
H  -7.1578  -20.3469  -8.0971
H  -5.5622  -19.9807  -7.4535
H  -6.8674  -18.9975  -6.9122
H  -8.4631  -20.4276  -6.2286
C  -6.4418  -15.0781  2.0634
C  -7.1320  -16.4548  1.7096
C  -6.2908  -17.2304  0.7278
O  -7.1848  -17.1483  2.9405
H  -5.7650  -15.0991  2.9176
H  -7.2331  -14.3663  2.2984
H  -5.8331  -14.7304  1.2287
H  -8.1327  -16.2074  1.3555
H  -5.9873  -16.6398  -0.1365
H  -6.9058  -17.9902  0.2455
H  -5.3514  -17.6903  1.0346
H  -6.3150  -17.4857  3.1668
C  1.1540  -23.4757  -2.6433
C  0.1507  -22.5042  -2.0870
C  -0.7138  -23.1760  -1.0701
O  0.8531  -21.3990  -1.5850
H  0.6613  -24.3996  -2.9461
H  1.8124  -23.7204  -1.8099
H  1.6447  -23.0670  -3.5266
H  -0.5067  -22.2362  -2.9141
H  -1.1833  -24.0610  -1.4996
H  -1.5062  -22.4442  -0.9130
H  -0.2255  -23.4997  -0.1509
H  1.3816  -21.6942  -0.8399
C  -1.5336  -19.3202  -3.5459
C  -0.0976  -19.3062  -4.1666
C  0.1243  -18.1548  -5.1412
O  0.8173  -18.9944  -3.1664
H  -1.8487  -18.4243  -3.0110
H  -1.6974  -20.1788  -2.8948
H  -2.2381  -19.4683  -4.3643
H  0.1663  -20.3068  -4.5090
H  0.3421  -17.1844  -4.6950
H  -0.7823  -17.9122  -5.6955
H  0.8810  -18.3983  -5.8870
H  0.6744  -19.5783  -2.4179
C  -1.8534  -25.4523  -4.8979
C  -3.3437  -25.9612  -5.2194
C  -4.2253  -24.8442  -5.7874
O  -3.1716  -26.8727  -6.2967
H  -1.3034  -25.1157  -5.7768
H  -1.2788  -26.1946  -4.3438
H  -1.8799  -24.6229  -4.1912
H  -3.7359  -26.4588  -4.3325
H  -3.8321  -24.5222  -6.7516
H  -4.2300  -24.0469  -5.0441
H  -5.2479  -25.2038  -5.9018
H  -4.0382  -27.2344  -6.4962

Values from the calculation:
HOMO-LUMO gap = 8.2 eV
F_max = 6.58 eV/Å
Energy = -145047.293 eV
Charge = 0
HOMO = -9.13 eV
Lowest unoccupied orbital energy = -0.8922 eV